1.
# C34H28O4S2

A 2-piece molecular cluster, C34H28O4S2 overall (ωB97M-V/def2-TZVPD, the Open Molecules 2025 dataset).

Structure (ORCA input):
```
! RIJCOSX wB97M-V def2-TZVPD def2/J DEFGRID3
* xyz 0 1
C 5.042 -3.341 2.684
C 3.711 -3.606 3.055
C 2.709 -2.671 2.799
C 3.014 -1.430 2.202
C 1.963 -0.424 1.981
C 0.663 -0.858 1.650
C -0.489 -0.077 1.550
C -1.824 -0.540 1.886
C -2.866 0.396 2.087
C -4.165 -0.018 2.364
C -4.454 -1.387 2.456
C -3.430 -2.325 2.287
C -2.131 -1.909 2.012
C 2.328 0.989 2.105
C 1.708 1.995 1.333
C 1.975 3.346 1.557
C 2.953 3.726 2.481
C 3.634 2.743 3.214
C 3.340 1.396 3.014
C 4.365 -1.170 1.859
C 5.356 -2.124 2.059
H 5.828 -4.081 2.875
H 3.463 -4.550 3.546
H 1.680 -2.872 3.105
H 0.556 -1.928 1.454
H -0.420 1.006 1.484
H -2.634 1.457 2.023
H -4.941 0.731 2.530
H -5.467 -1.720 2.678
H -3.629 -3.396 2.373
H -1.327 -2.639 1.927
H 1.027 1.694 0.539
H 1.419 4.107 1.005
H 3.199 4.783 2.607
H 4.391 3.030 3.944
H 3.884 0.645 3.588
H 4.632 -0.206 1.425
H 6.383 -1.913 1.742
C 1.186 4.244 -3.347
C 1.083 4.203 -1.949
C 0.171 3.330 -1.353
C -0.547 2.414 -2.132
S -1.649 1.254 -1.339
C -0.718 -0.103 -0.884
S -1.107 -1.709 -1.475
C -2.266 -1.841 -2.860
C -3.636 -1.686 -2.620
C -4.552 -1.873 -3.655
C -4.106 -2.255 -4.923
C -2.743 -2.453 -5.150
C -1.821 -2.257 -4.117
O 0.192 -2.188 -1.930
O -1.833 -2.463 -0.462
O -2.087 1.999 -0.173
O -2.618 0.863 -2.345
C -0.464 2.473 -3.527
C 0.384 3.406 -4.134
H 1.875 4.947 -3.821
H 1.698 4.859 -1.321
H 0.003 3.366 -0.279
H 0.340 0.068 -1.118
H -3.992 -1.413 -1.627
H -5.613 -1.718 -3.455
H -4.824 -2.413 -5.727
H -2.384 -2.767 -6.130
H -0.755 -2.420 -4.273
H -1.077 1.801 -4.125
H 0.416 3.473 -5.226
*
```

Its HOMO energy is -8.074 eV. Its HOMO-LUMO gap is 0.2344 hartree. Its molar mass is 564.73 g mol⁻¹. The LUMO energy is -1.70 eV. For the total energy, the calculation gives -65568.7386 eV.



2.
# C34H29CoNO5Sb2

C34H29CoNO5Sb2 as an isolated structure (ωB97M-V/def2-TZVPD, the Open Molecules 2025 dataset).

Structure (ORCA input):
```
! RIJCOSX wB97M-V def2-TZVPD def2/J DEFGRID3
* xyz 1 5
Co 1.950 -0.920 1.265
O 1.862 -0.788 7.113
C 1.917 -0.764 5.775
C 3.051 -0.318 5.081
C 2.996 -0.355 3.705
N 1.908 -0.802 3.098
C 0.801 -1.200 3.719
C 0.767 -1.198 5.095
C -0.269 -1.513 2.689
O -1.170 -2.549 3.077
O 0.317 -1.746 1.472
C 4.039 0.102 2.693
O 5.075 0.602 3.051
O 3.664 -0.100 1.449
H 2.694 -0.486 7.500
H 3.936 0.043 5.585
H -0.100 -1.530 5.648
C 1.955 2.516 -0.019
C 2.560 2.216 -1.359
C 3.117 0.837 -1.502
Sb 1.220 -0.796 -1.232
C -0.023 -2.514 -1.410
C 0.328 -3.681 -0.734
C -0.455 -4.819 -0.841
C -1.613 -4.791 -1.604
C -1.978 -3.632 -2.274
C -1.181 -2.503 -2.188
C 0.739 -0.169 -3.208
C 0.078 1.014 -3.510
C -0.177 1.358 -4.831
C 0.249 0.530 -5.857
C 0.904 -0.657 -5.561
C 1.136 -1.014 -4.241
Sb -0.055 1.540 0.673
C -1.269 3.069 -0.109
C -0.891 3.840 -1.206
C -1.702 4.868 -1.656
C -2.892 5.151 -0.999
C -3.270 4.403 0.106
C -2.468 3.361 0.542
C -1.573 0.123 1.206
C -1.454 -0.495 2.562
C -2.335 -1.720 2.850
C -3.199 -2.182 1.722
C -3.277 -1.515 0.571
C -2.443 -0.344 0.300
H 1.599 3.539 0.101
H 2.584 2.203 0.813
H 3.412 2.906 -1.490
H 1.882 2.452 -2.182
H 3.776 0.501 -0.708
H 3.421 0.549 -2.505
H 1.212 -3.705 -0.107
H -0.167 -5.723 -0.322
H -2.230 -5.677 -1.680
H -2.879 -3.614 -2.873
H -1.465 -1.615 -2.744
H -0.291 1.661 -2.720
H -0.713 2.271 -5.056
H 0.059 0.801 -6.887
H 1.226 -1.315 -6.357
H 1.614 -1.965 -4.033
H 0.053 3.664 -1.710
H -1.403 5.456 -2.514
H -3.520 5.960 -1.346
H -4.192 4.629 0.624
H -2.793 2.766 1.388
H -1.491 0.260 3.349
H -2.916 -1.653 3.774
H -3.799 -3.070 1.878
H -3.938 -1.856 -0.213
H -2.514 0.104 -0.686
*
```

As for the expectation value of S²: 6.089. Its HOMO energy (spin up / spin down) is -10.132 / -11.458 eV. Its HOMO-LUMO gap (spin up / spin down) is 0.2248 / 0.2089 hartree. For the energy above the lowest of the compared OMol25 structures with the same formula, charge and spin, the calculation gives 0.0 kcal per mole. Its molar mass is 834.06 g mol⁻¹. The LUMO energy (spin up / spin down) is -4.01 / -5.77 eV. For the total energy, the calculation gives -98145.5033 eV.



3.
# C34H29F5HfN2O5P

C34H29F5HfN2O5P as an isolated structure (ωB97M-V/def2-TZVPD, the Open Molecules 2025 dataset).

Structure (ORCA input):
```
! RIJCOSX wB97M-V def2-TZVPD def2/J DEFGRID3
* xyz 1 1
Hf -0.903 -0.799 0.943
O 2.629 -2.636 1.687
C 1.634 -2.219 1.176
O 0.595 -1.704 1.842
C 1.452 -2.250 -0.330
C 2.352 -3.042 -1.047
C 2.151 -3.197 -2.384
C 1.097 -2.511 -3.014
C 0.867 -2.633 -4.408
C -0.112 -1.908 -5.012
C -0.880 -1.002 -4.246
C -0.690 -0.873 -2.902
C 0.277 -1.659 -2.240
N 0.440 -1.574 -0.869
H 3.154 -3.522 -0.507
H 2.800 -3.833 -2.976
H 1.497 -3.306 -4.977
H -0.289 -2.004 -6.076
H -1.627 -0.386 -4.732
H -1.239 -0.133 -2.348
N -0.671 0.416 3.024
C -0.268 1.814 3.112
C -0.602 2.565 4.229
C -0.149 3.871 4.333
C 0.654 4.416 3.335
C 0.971 3.661 2.219
C 0.487 2.361 2.088
P 0.830 1.344 0.624
C 2.651 1.231 0.681
C 3.213 0.436 1.681
C 4.588 0.366 1.837
C 5.417 1.102 1.000
C 4.865 1.912 0.017
C 3.486 1.981 -0.144
C 0.451 2.393 -0.805
C 0.864 1.936 -2.057
C 0.525 2.635 -3.203
C -0.235 3.795 -3.109
C -0.654 4.248 -1.867
C -0.316 3.547 -0.715
H -1.551 0.266 3.510
H 0.022 -0.160 3.499
H -1.202 2.128 5.018
H -0.409 4.459 5.204
H 1.025 5.429 3.427
H 1.590 4.084 1.435
H 2.581 -0.125 2.358
H 5.010 -0.263 2.611
H 6.492 1.052 1.120
H 5.508 2.498 -0.627
H 3.072 2.623 -0.908
H 1.455 1.030 -2.139
H 0.854 2.276 -4.171
H -0.500 4.344 -4.004
H -1.255 5.145 -1.790
H -0.671 3.899 0.246
C -3.610 -3.968 -0.064
C -2.790 -3.413 1.072
C -2.626 -4.386 2.227
O -1.440 -3.059 0.567
C -3.370 -2.106 1.617
O -4.535 -1.866 1.610
O -2.407 -1.292 2.113
H -3.321 -4.997 -0.280
H -3.473 -3.365 -0.961
H -4.663 -3.939 0.209
H -2.197 -5.326 1.871
H -3.602 -4.605 2.659
H -1.989 -3.968 3.008
H -0.821 -3.689 0.960
F -2.465 -0.771 -0.522
C -2.227 0.769 -0.636
F -2.203 1.063 0.797
C -3.597 1.237 -1.099
F -3.865 0.644 -2.264
F -3.547 2.552 -1.280
F -4.585 0.963 -0.252
*
```

Its HOMO energy is -11.620 eV. Its HOMO-LUMO gap is 0.2944 hartree. For the energy above the lowest of the compared OMol25 structures with the same formula, charge and spin, the calculation gives 37.3 kcal per mole. Its molar mass is 850.07 g mol⁻¹. The LUMO energy is -3.61 eV. For the total energy, the calculation gives -73129.4248 eV.